Arrangement i

This record from the OMol25 dataset describes a cluster of 2 separate species, C9H14 in total. The level of theory is ωB97M-V/def2-TZVPD.

Values from the calculation:
Multiplicity: 1
Structure (SMILES): Cc1ccccc1.CC
Highest occupied orbital energy: -8.83 eV

The geometry in XYZ format:
```
23
Properties=species:S:1:pos:R:3:mulliken_charge:R:1
C -0.13 0.84 1.81 -1.34
C 0.03 -0.63 1.38 0.93
C 0.49 -0.91 0.06 -0.51
C 0.10 -2.17 -0.46 -0.60
C -0.22 -3.24 0.38 -0.68
C -0.30 -2.95 1.74 -0.31
C -0.42 -1.67 2.16 -0.58
H -0.71 0.90 2.63 0.46
H -0.56 1.64 1.03 0.19
H 0.93 1.05 2.18 0.27
H 0.96 -0.18 -0.54 0.66
H 0.39 -2.14 -1.45 0.39
H -0.27 -4.20 -0.04 0.42
H -0.36 -3.74 2.45 0.41
H -0.53 -1.58 3.23 0.28
C -0.59 2.07 -1.77 -0.07
C 0.78 2.66 -2.27 -1.01
H -1.19 1.51 -2.60 0.26
H -0.41 1.44 -1.02 -0.47
H -1.11 2.97 -1.54 0.32
H 1.29 2.82 -1.45 0.36
H 0.62 3.58 -2.71 0.43
H 1.21 1.93 -3.18 0.19
```

***

Arrangement ii

This record from the OMol25 dataset describes a cluster of 2 separate species, C9H14 in total. The level of theory is ωB97M-V/def2-TZVPD.

Values from the calculation:
Multiplicity: 1
Structure (SMILES): Cc1ccccc1.CC
Highest occupied orbital energy: -8.88 eV

The geometry in XYZ format:
```
23
Properties=species:S:1:pos:R:3:mulliken_charge:R:1
C 1.71 0.72 -0.75 -1.50
C 0.35 0.88 -1.31 1.08
C 0.14 0.76 -2.69 -0.48
C -1.11 1.03 -3.19 -0.28
C -2.15 1.52 -2.45 -0.54
C -1.90 1.77 -1.09 -0.31
C -0.71 1.40 -0.51 -0.57
H 1.76 0.93 0.33 0.33
H 2.54 1.05 -1.37 0.39
H 1.90 -0.37 -0.80 0.35
H 1.11 0.58 -3.16 0.32
H -1.48 0.93 -4.23 0.26
H -3.07 1.93 -2.88 0.34
H -2.63 2.40 -0.57 0.33
H -0.56 1.40 0.56 0.26
C 0.65 -2.77 3.36 -0.99
C 0.37 -1.45 2.64 -0.59
H 1.69 -2.87 3.70 0.31
H 0.01 -2.87 4.24 0.28
H 0.34 -3.60 2.70 0.29
H -0.70 -1.39 2.46 0.30
H 0.92 -1.24 1.72 0.13
H 0.83 -0.73 3.32 0.28
```

***

Arrangement iii

This record from the OMol25 dataset describes a cluster of 2 separate species, C9H14 in total. The level of theory is ωB97M-V/def2-TZVPD.

Values from the calculation:
Multiplicity: 1
Structure (SMILES): Cc1ccccc1.CC
Highest occupied orbital energy: -9.08 eV

The geometry in XYZ format:
```
23
Properties=species:S:1:pos:R:3:mulliken_charge:R:1
C 2.60 0.76 1.40 -1.42
C 1.13 0.43 1.45 0.81
C 0.68 -0.86 1.13 -0.46
C -0.66 -1.18 1.15 -0.45
C -1.60 -0.23 1.53 -0.56
C -1.17 1.05 1.84 -0.37
C 0.19 1.39 1.78 -0.43
H 2.82 1.29 0.47 0.29
H 3.22 -0.13 1.40 0.37
H 2.91 1.34 2.27 0.38
H 1.42 -1.61 0.86 0.30
H -0.99 -2.16 0.84 0.44
H -2.65 -0.44 1.59 0.37
H -1.88 1.81 2.12 0.37
H 0.54 2.40 1.99 0.37
C -0.13 -0.42 -3.05 -0.80
C -1.51 -0.56 -2.42 -0.70
H -0.06 0.48 -3.66 0.29
H 0.65 -0.35 -2.29 0.20
H 0.10 -1.26 -3.70 0.28
H -1.57 -1.40 -1.72 0.17
H -2.30 -0.71 -3.15 0.34
H -1.72 0.34 -1.83 0.22
```

***

Arrangement iv

This record from the OMol25 dataset describes a cluster of 2 separate species, C9H14 in total. The level of theory is ωB97M-V/def2-TZVPD.

Values from the calculation:
Multiplicity: 1
Structure (SMILES): Cc1ccccc1.CC
Highest occupied orbital energy: -8.86 eV

The geometry in XYZ format:
```
23
Properties=species:S:1:pos:R:3:mulliken_charge:R:1
C 0.22 0.45 -0.74 -0.99
C -0.38 1.35 0.27 0.82
C -1.82 1.35 0.40 -0.50
C -2.42 1.89 1.50 -0.34
C -1.61 2.24 2.62 -0.67
C -0.28 2.50 2.41 -0.30
C 0.35 2.00 1.26 -0.40
H 0.05 -0.60 -0.48 0.03
H 1.30 0.51 -0.56 0.33
H -0.13 0.69 -1.75 0.34
H -2.39 0.80 -0.33 0.33
H -3.49 1.91 1.60 0.36
H -2.05 2.68 3.51 0.33
H 0.40 2.95 3.12 0.36
H 1.35 2.31 0.94 0.28
C 1.80 -2.51 -2.24 -0.84
C 0.95 -3.29 -1.21 -0.78
H 1.14 -1.80 -2.72 0.25
H 2.56 -1.91 -1.76 0.28
H 2.26 -3.12 -2.99 0.34
H 0.36 -2.67 -0.53 0.27
H 1.58 -3.89 -0.57 0.27
H 0.22 -3.86 -1.77 0.23
```

***

Pick arrangement iii: it beats the second-best structure by 78.8 kJ/mol.

***

Arrangement i

This record from the OMol25 dataset describes a cluster of 2 separate species, C9H14 in total. The level of theory is ωB97M-V/def2-TZVPD.

Values from the calculation:
Multiplicity: 1
Structure (SMILES): Cc1ccccc1.CC
Highest occupied orbital energy: -8.81 eV

The geometry in XYZ format:
```
23
Properties=species:S:1:pos:R:3:mulliken_charge:R:1
C -1.26 -2.32 -0.73 -1.48
C -0.63 -1.55 0.35 0.56
C -0.23 -2.05 1.57 -0.38
C -0.02 -1.26 2.68 -0.48
C -0.33 0.15 2.60 -0.23
C -0.89 0.68 1.35 -0.81
C -0.94 -0.12 0.24 -0.20
H -0.66 -3.22 -0.96 0.37
H -1.36 -2.07 -1.84 0.36
H -2.20 -2.50 -0.44 0.40
H -0.25 -3.05 1.66 0.51
H 0.51 -1.63 3.65 0.24
H -0.19 0.76 3.47 0.42
H -0.88 1.75 1.19 0.42
H -1.25 0.23 -0.77 0.30
C 0.96 2.35 -1.11 -0.66
C 1.63 1.69 -2.36 -0.90
H -0.04 2.42 -1.27 0.24
H 1.14 1.72 -0.13 0.17
H 1.38 3.42 -1.20 0.34
H 1.71 2.51 -3.06 0.32
H 1.12 0.80 -2.65 0.27
H 2.69 1.30 -2.23 0.24
```

***

Arrangement ii

This record from the OMol25 dataset describes a cluster of 2 separate species, C9H14 in total. The level of theory is ωB97M-V/def2-TZVPD.

Values from the calculation:
Multiplicity: 1
Structure (SMILES): Cc1ccccc1.CC
Highest occupied orbital energy: -8.86 eV

The geometry in XYZ format:
```
23
Properties=species:S:1:pos:R:3:mulliken_charge:R:1
C 0.11 1.60 2.17 -1.46
C 0.70 0.50 1.41 1.11
C 1.71 0.65 0.48 -0.44
C 2.34 -0.50 -0.13 -0.32
C 1.79 -1.76 0.06 -0.61
C 0.69 -1.87 0.90 -0.32
C 0.15 -0.84 1.66 -0.84
H -0.75 1.46 2.77 0.39
H 0.10 2.64 1.69 0.28
H 0.99 1.79 2.92 0.32
H 2.17 1.66 0.28 0.29
H 3.14 -0.22 -0.86 0.30
H 2.25 -2.65 -0.37 0.39
H 0.35 -2.86 1.00 0.40
H -0.63 -0.85 2.31 0.49
C -1.84 1.01 -2.02 -0.62
C -2.10 -0.58 -2.08 -0.61
H -2.80 1.62 -1.99 0.27
H -1.49 1.21 -1.09 0.08
H -0.98 1.16 -2.64 0.29
H -1.21 -0.95 -2.78 0.17
H -2.92 -1.26 -2.58 0.30
H -1.75 -0.97 -1.11 0.14
```

***

Pick arrangement i: it beats the second-best structure by 5.6 kJ/mol.